Formula: C5H9BrSi
Source: the Open Molecules 2025 dataset
Level of theory: ωB97M-V/def2-TZVPD

Computed properties:
Gap between HOMO and LUMO = 10.252 eV
Spin multiplicity = 1
Energy above the lowest of the compared OMol25 structures with the same formula, charge and spin = 60.5 kcal per mole
Net charge = 0
SMILES = C=C[Si@H](C)Br.C#C

CARTESIAN COORDINATES (ANGSTROEM)
1 C -1.975 -0.472 2.671
2 C 3.281 0.424 -2.392
3 C -1.152 -1.021 1.788
4 C 2.298 -0.016 -2.816
5 C 0.197 1.012 -0.124
6 Si -1.022 -0.507 -0.043
7 Br -3.163 -0.041 -0.652
8 H -2.388 -0.983 3.598
9 H -2.253 0.592 2.436
10 H -0.017 -1.348 -0.776
11 H 4.154 0.950 -2.298
12 H -0.818 -1.939 2.025
13 H 1.418 -0.464 -3.083
14 H -0.162 2.061 -0.106
15 H 0.730 0.981 0.717
16 H 0.872 0.771 -0.948

Per-atom Mulliken charges, elementary charge units: -0.617 -0.324 -0.354 -0.647 -0.745 0.663 -0.282 0.224 0.194 -0.141 0.424 0.420 0.542 0.341 0.374 -0.071